A molecular structure, C40H41GeN3OP2STeW, computed with ωB97M-V/def2-TZVPD.

CARTESIAN COORDINATES (ANGSTROEM)
W  -0.11400  -0.24694  -0.57872
Te  -2.51959  -1.61458  2.07830
C  -2.54786  -3.22956  3.42931
C  -1.40443  -3.97388  3.70392
C  -1.49005  -5.03374  4.59459
N  -2.60911  -5.39005  5.21563
C  -3.69891  -4.67797  4.94782
C  -3.72500  -3.60297  4.07223
C  -0.57054  -1.84506  1.35892
P  0.66608  -0.59003  1.66525
C  0.17855  0.30814  3.17365
C  0.11546  -0.35160  4.40018
C  -0.32687  0.31276  5.52980
C  -0.70046  1.64894  5.45216
C  -0.62323  2.31826  4.24172
C  -0.18676  1.64819  3.10619
C  2.27917  -1.28534  2.13330
C  3.42067  -0.60230  1.72974
C  4.67658  -1.08070  2.07206
C  4.79892  -2.24979  2.80613
C  3.66226  -2.94483  3.19893
C  2.40734  -2.46222  2.86680
P  -0.06790  -2.57637  -0.17821
C  1.43008  -3.60196  -0.00817
C  2.64499  -3.12984  -0.49101
C  3.79619  -3.88897  -0.34125
C  3.73975  -5.12212  0.29039
C  2.52690  -5.60237  0.76750
C  1.37591  -4.84723  0.61496
C  -1.24951  -3.80283  -0.82238
C  -2.04852  -4.59975  -0.01048
C  -2.87470  -5.56327  -0.57529
C  -2.90270  -5.73926  -1.95020
C  -2.10231  -4.94783  -2.76473
C  -1.28347  -3.98482  -2.20299
H  -0.46492  -3.73928  3.21669
H  -0.60850  -5.62605  4.81970
H  -4.60602  -4.98221  5.45982
H  -4.65591  -3.07528  3.90318
H  0.39761  -1.39570  4.47426
H  -0.38501  -0.21374  6.47377
H  -1.04700  2.16637  6.33748
H  -0.90509  3.36163  4.17694
H  -0.12727  2.17295  2.16377
H  3.32572  0.29226  1.12393
H  5.56186  -0.54519  1.75315
H  5.78092  -2.62603  3.06327
H  3.75314  -3.86913  3.75535
H  1.52322  -3.02031  3.14928
H  2.68709  -2.15782  -0.96711
H  4.73962  -3.51092  -0.71392
H  4.64025  -5.71149  0.40863
H  2.47842  -6.56726  1.25629
H  0.43117  -5.23360  0.98024
H  -2.02938  -4.48043  1.06591
H  -3.49428  -6.17736  0.06563
H  -3.54646  -6.49129  -2.38773
H  -2.12030  -5.08004  -3.83894
H  -0.67080  -3.35478  -2.84046
C  -3.68634  0.34158  -4.22991
Ge  -1.83054  0.25984  -3.54748
C  -1.21414  2.13123  -3.54521
C  -0.74625  -0.83483  -4.75969
C  -1.93144  -0.57450  -1.75972
H  -3.71744  0.72091  -5.25299
H  -4.27957  1.01397  -3.60628
H  -4.16418  -0.63877  -4.21474
H  -1.34279  2.53563  -4.55094
H  -0.16797  2.23437  -3.25733
H  -1.82291  2.73167  -2.86546
H  -0.72362  -0.40511  -5.76183
H  -1.16910  -1.83874  -4.82949
H  0.27760  -0.91411  -4.39432
H  -2.20948  -1.61314  -1.96444
H  -2.84028  -0.13135  -1.32758
N  -5.38417  1.83596  0.38470
C  -4.67241  2.95243  0.70094
O  -5.16630  3.91394  1.25095
C  -3.20817  2.90616  0.36993
C  -2.50765  4.09539  0.23742
C  -1.16146  4.02907  -0.07390
C  -0.55366  2.79822  -0.23382
N  -1.22231  1.63928  -0.08385
C  -2.52656  1.71583  0.21425
H  -6.37668  1.86566  0.54559
H  -5.02769  1.15254  -0.25953
H  -3.02299  5.03518  0.38198
H  -0.56872  4.92378  -0.20245
H  0.49466  2.71504  -0.48106
H  -3.02358  0.77098  0.38241
S  1.55032  0.26690  -1.80154

Properties
HOMO energy ... -7.04 eV
E_LUMO ... -0.01099 Ha
Strongest force on any atom ... 0.017 Eh/bohr
Energy above the lowest of the compared OMol25 structures with the same formula, charge and spin ... 0.0000 eV
Frontier orbital gap ... 0.2476 Eh

Löwdin atomic charge list, values in e, 6 entries:
1 W 0.548
2 Te 1.298
3 C -0.558
4 C -0.139
5 C -0.150
6 N 0.051

A single C6H14N2 molecule in a non-equilibrium geometry, computed with ωB97M-V/def2-TZVPD.

CARTESIAN COORDINATES (ANGSTROEM)
C  -0.87630  3.24399  -0.76872
C  -0.97116  2.40491  0.54883
N  -1.26879  1.04279  0.16142
C  -0.43658  0.01988  0.63503
C  -0.62426  -1.24190  0.24020
C  0.24572  -2.40959  0.62185
C  1.73742  -2.09221  0.27738
N  2.04536  -2.13779  -1.14445
H  -0.12870  2.85772  -1.46249
H  -0.99683  4.30327  -0.58814
H  -1.73766  3.04371  -1.41994
H  -1.65256  3.02310  1.14373
H  0.05347  2.51169  0.97382
H  -2.11406  0.82214  -0.33001
H  0.36464  0.44279  1.19438
H  -1.44277  -1.51245  -0.40585
H  0.27827  -2.68667  1.69018
H  -0.06561  -3.33747  0.19299
H  1.90061  -1.10338  0.68655
H  2.40175  -2.76604  0.83479
H  1.80057  -3.04140  -1.52996
H  1.48747  -1.38708  -1.55159

Properties
HOMO energy ... -7.56 eV
Structure (SMILES) ... CCN/C=C/CCN
E_LUMO ... 0.03922 Ha
Strongest force on any atom ... 0.060 Eh/bohr
Energy above the lowest of the compared OMol25 structures with the same formula, charge and spin ... 1.7737 eV
Frontier orbital gap ... 0.3169 Eh

Löwdin atomic charge list, values in e, 6 entries:
1 C -0.113
2 C -0.261
3 N -0.051
4 C -0.141
5 C -0.129
6 C -0.216

A molecular structure, C24H27AsMoN3OS5Te in a non-equilibrium geometry, computed with ωB97M-V/def2-TZVPD.

CARTESIAN COORDINATES (ANGSTROEM)
Mo  -0.67117  -1.73248  -2.66533
S  -2.11174  -6.45681  -1.98715
As  -1.16111  -4.81893  -2.87201
S  -2.50210  -3.14861  -3.37647
S  0.23326  -3.72507  -1.61878
S  -0.38887  -5.72839  -4.59530
C  -2.97732  3.45689  4.67649
C  -2.33691  2.69631  3.54116
C  -0.99780  2.87666  3.21596
C  -0.38845  2.19057  2.16899
C  1.07559  2.44600  1.90158
C  -1.15569  1.28395  1.41498
Te  -0.23711  0.36272  -0.26331
N  0.92695  -0.99763  -2.86181
C  2.26833  -1.13552  -3.36198
O  2.60465  -2.03600  -4.07085
C  3.22108  -0.09713  -2.86863
C  4.57733  -0.40248  -2.81414
C  5.47652  0.53904  -2.33715
C  5.02382  1.79025  -1.92873
C  3.67208  2.10143  -1.99962
C  2.76979  1.15378  -2.46450
C  0.99271  -0.98475  0.78591
C  2.36800  -0.79235  0.67471
C  3.25101  -1.66652  1.29545
C  2.74768  -2.73140  2.02772
C  1.37537  -2.91855  2.12771
C  0.46919  -2.05885  1.51097
C  -1.00646  -2.30532  1.64869
C  -2.51149  1.08790  1.72447
C  -3.43042  0.13978  0.98760
C  -3.07282  1.79759  2.78468
H  -2.25421  4.09714  5.18174
H  -3.39903  2.77420  5.41701
H  -3.79184  4.08905  4.31655
H  -0.40235  3.57434  3.79761
H  1.45833  3.20210  2.58649
H  1.24671  2.78889  0.87916
H  1.66778  1.53863  2.03483
H  4.90456  -1.38023  -3.14377
H  6.53146  0.30062  -2.28626
H  5.72817  2.52521  -1.55981
H  3.32165  3.07898  -1.69144
H  1.71424  1.38463  -2.52365
H  2.75268  0.03029  0.08184
H  4.31881  -1.51414  1.20155
H  3.42185  -3.42416  2.51702
H  0.98936  -3.76105  2.68991
H  -1.19068  -3.21828  2.21361
H  -1.47964  -2.41427  0.67201
H  -1.49094  -1.47575  2.16988
H  -2.94486  -0.33538  0.14174
H  -4.32123  0.67684  0.64077
H  -3.78546  -0.65330  1.64933
H  -4.12046  1.63198  3.02660
N  -2.95968  1.82673  -2.20568
C  -3.09337  0.65732  -2.83486
N  -4.13118  -0.10311  -2.52223
S  -1.92581  0.15591  -3.99587
H  -3.70716  2.22066  -1.65660
H  -2.24079  2.44893  -2.53655
H  -4.74601  0.13059  -1.76086
H  -4.17480  -1.03947  -2.90137

Properties
HOMO energy (spin up / spin down) ... -6.87 / -8.08 eV
Multiplicity ... 4
E_LUMO (spin up / spin down) ... -0.06304 / -0.06980 Ha
Strongest force on any atom ... 0.068 Eh/bohr
Energy above the lowest of the compared OMol25 structures with the same formula, charge and spin ... 1.6592 eV
Frontier orbital gap (spin up / spin down) ... 0.1895 / 0.2270 Eh

Löwdin atomic charge list, values in e, 6 entries:
1 Mo 0.703
2 S 0.055
3 As -0.600
4 S -0.038
5 S 0.085
6 S 0.099

A gas-phase ion, C6H10NS (charge +1) in a non-equilibrium geometry, computed with ωB97M-V/def2-TZVPD.

CARTESIAN COORDINATES (ANGSTROEM)
C  1.11741  0.72647  1.31358
C  1.79644  1.18499  0.11792
C  -0.12708  0.23528  1.36734
C  1.50386  0.76500  -1.11514
C  -1.07084  0.03099  0.27171
C  -1.66404  -1.30840  0.04278
N  0.53500  -0.24158  -1.32063
S  -1.97942  1.35521  -0.29935
H  1.66442  0.83969  2.23884
H  2.56736  1.92630  0.25673
H  -0.55198  -0.01826  2.33403
H  1.99395  1.17346  -1.98717
H  -0.94146  -2.11438  0.15888
H  -2.14554  -1.38573  -0.92930
H  -2.43680  -1.46608  0.80174
H  0.20083  -0.29648  -2.27584
H  0.83856  -1.14707  -0.98496
H  -1.29617  2.32617  0.32379

Properties
HOMO energy ... -12.99 eV
E_LUMO ... -0.18790 Ha
Strongest force on any atom ... 0.020 Eh/bohr
Energy above the lowest of the compared OMol25 structures with the same formula, charge and spin ... 0.8416 eV
Frontier orbital gap ... 0.2894 Eh
Net charge ... +1

Löwdin atomic charge list, values in e, 6 entries:
1 C -0.060
2 C -0.071
3 C -0.124
4 C -0.130
5 C -0.620
6 C -0.092

no.,energy (eV)
1,-143711.6698
2,-9427.7107
3,-156007.8855
4,-18701.0700